A molecular structure, C22H31HgN3Si in a non-equilibrium geometry. Source: the OMol25 dataset; level of theory: ωB97M-V with the def2-TZVPD basis set.

The geometry in XYZ format:
```
58
Properties=species:S:1:pos:R:3:lowdin_charge:R:1
C 3.810 2.764 -0.293 -0.177
C 4.261 2.596 -1.760 -0.190
H 3.452 3.790 -0.126 0.064
H 4.655 2.596 0.390 0.069
H 3.005 2.065 -0.020 -0.001
H 3.420 2.658 -2.459 0.030
H 4.979 3.367 -2.063 0.066
H 4.761 1.630 -1.917 0.069
C -1.494 2.250 1.142 -0.121
C -2.688 2.484 1.809 -0.037
C -3.873 2.141 1.158 -0.033
C -3.821 1.533 -0.091 -0.002
H -0.547 2.386 1.667 0.114
H -2.685 2.866 2.836 0.123
H -4.838 2.312 1.639 0.120
H -4.700 1.084 -0.556 0.109
N -1.442 1.837 -0.143 -0.027
C -2.597 1.431 -0.762 -0.195
C -2.504 0.794 -2.099 -0.205
N -1.279 0.453 -2.557 0.042
C -1.148 -0.193 -3.720 -0.119
C -3.492 -0.120 -4.132 -0.049
C -2.215 -0.482 -4.569 -0.044
H -0.142 -0.492 -4.011 0.106
H -2.044 -0.962 -5.531 0.110
C -3.644 0.483 -2.882 -0.002
H -4.630 0.730 -2.479 0.104
H -4.365 -0.306 -4.758 0.113
Hg 0.572 1.514 -1.073 1.185
C 2.059 0.554 -2.233 -0.298
H 2.338 1.165 -3.091 -0.025
H 1.765 -0.437 -2.579 -0.028
H 2.908 0.477 -1.549 -0.040
C 2.237 -2.596 -0.895 -0.191
Si 1.663 -2.493 0.884 0.317
C 0.967 -4.151 1.435 -0.188
C 3.110 -2.067 1.996 -0.197
N 0.408 -1.337 1.015 -0.083
C -0.404 -0.922 1.958 -0.470
C -1.822 -1.120 1.840 -0.080
C -2.672 -0.788 2.878 -0.153
C -2.193 -0.168 4.043 -0.166
C -0.827 0.123 4.145 -0.145
C 0.053 -0.191 3.119 -0.074
H 2.908 -3.456 -0.975 0.024
H 2.796 -1.729 -1.254 -0.012
H 1.423 -2.761 -1.607 0.023
H 1.700 -4.966 1.472 0.017
H 0.527 -4.082 2.439 0.027
H 0.155 -4.474 0.773 0.022
H 3.674 -1.170 1.712 0.016
H 2.771 -1.910 3.027 0.018
H 3.819 -2.900 2.022 0.016
H -2.195 -1.583 0.920 0.094
H -3.739 -0.984 2.780 0.090
H -2.867 0.086 4.869 0.082
H -0.451 0.616 5.045 0.091
H 1.121 0.057 3.170 0.092
```

As for the frontier orbital gap: 4.63 eV. The spin multiplicity is 1. The value obtained for the total energy is -39838.464 eV.



A molecular structure, C22H31IrN2O7P2SeSi. Source: the OMol25 dataset; level of theory: ωB97M-V with the def2-TZVPD basis set.

The geometry in XYZ format:
```
67
Properties=species:S:1:pos:R:3:lowdin_spin:R:1
Ir -0.248 0.842 -1.256 2.234
C -0.992 4.728 -1.240 0.001
C -1.517 4.019 -2.475 -0.001
O -2.155 4.990 -3.307 0.000
P -2.785 2.770 -2.037 0.011
O -4.091 3.548 -1.576 0.007
O -3.209 2.121 -3.387 0.000
O -2.338 1.843 -0.943 0.097
P -0.198 3.188 -3.476 0.014
O 0.709 4.394 -4.007 0.008
O -0.954 2.574 -4.607 0.001
O 0.686 2.350 -2.569 0.126
H -1.806 5.243 -0.727 0.000
H -0.259 5.477 -1.543 0.000
H -0.522 4.021 -0.557 0.001
H -2.236 4.625 -4.200 0.000
H -4.228 3.464 -0.626 0.000
H -2.422 2.119 -4.025 0.000
H 1.555 4.418 -3.546 0.000
C 0.689 1.347 0.569 0.119
Si 1.360 -0.197 1.284 0.111
C -0.176 -1.275 1.979 0.150
N -1.126 -1.634 1.024 0.524
C -0.985 -2.837 0.216 0.049
C -2.362 -3.344 -0.210 0.009
C -3.357 -3.144 0.929 0.002
C -3.555 -1.646 1.208 0.036
C -2.312 -0.839 0.782 0.069
C 2.344 -0.050 2.874 0.016
C 1.819 0.682 3.944 0.003
C 2.516 0.820 5.133 0.000
C 3.765 0.228 5.274 0.003
C 4.309 -0.493 4.222 0.000
C 3.604 -0.631 3.034 0.006
C 2.215 -1.334 0.077 0.018
C 2.528 -2.650 0.434 0.003
C 3.081 -3.531 -0.484 0.005
C 3.335 -3.107 -1.782 0.004
C 3.051 -1.801 -2.151 0.006
C 2.500 -0.924 -1.228 0.035
H 1.519 2.035 0.368 0.020
H 0.008 1.837 1.273 0.014
H -0.615 -0.643 2.753 0.017
H 0.301 -2.157 2.409 0.019
H -0.449 -3.573 0.818 0.008
H -0.359 -2.595 -0.652 0.027
H -2.267 -4.392 -0.490 0.001
H -2.695 -2.827 -1.111 0.000
H -2.979 -3.641 1.828 0.001
H -4.311 -3.611 0.690 0.000
H -3.764 -1.474 2.264 0.001
H -4.400 -1.254 0.641 0.002
H -2.223 0.111 1.302 0.003
H -2.355 -0.626 -0.289 0.031
H 0.854 1.171 3.843 0.001
H 2.093 1.393 5.948 0.000
H 4.313 0.334 6.201 0.000
H 5.286 -0.948 4.325 0.000
H 4.046 -1.191 2.218 0.000
H 2.336 -3.001 1.444 0.000
H 3.306 -4.548 -0.191 0.000
H 3.749 -3.796 -2.506 0.000
H 3.242 -1.466 -3.162 0.000
H 2.282 0.095 -1.540 0.017
Se -1.321 -3.236 -3.860 0.057
C -1.029 -1.689 -3.049 0.045
N -0.804 -0.684 -2.495 0.068
```

As for the frontier orbital gap (spin up / spin down): 7.49 / 5.12 eV. The spin multiplicity is 5. The value obtained for the total energy is -135273.820 eV.



A single C22H31N3O5 molecule. Source: the OMol25 dataset; level of theory: ωB97M-V with the def2-TZVPD basis set.

The geometry in XYZ format:
```
61
Properties=species:S:1:pos:R:3:lowdin_charge:R:1
C 5.231 5.492 1.163 -0.090
O 5.036 4.120 1.408 -0.081
C 3.801 3.592 1.192 -0.272
C 2.697 4.297 0.735 -0.027
C 1.492 3.633 0.561 -0.025
C 1.355 2.287 0.833 -0.137
C 0.036 1.577 0.667 -0.101
N 0.163 0.425 -0.200 0.084
C -0.521 0.269 -1.342 -0.462
O -1.418 1.015 -1.694 0.049
C -0.135 -0.958 -2.173 -0.179
C 1.380 -1.207 -2.236 -0.124
C 1.793 -2.472 -1.474 -0.076
C 1.020 -2.694 -0.187 -0.468
O 1.557 -2.982 0.869 0.047
N -0.315 -2.583 -0.337 -0.049
C -1.218 -2.960 0.732 -0.108
C -1.842 -1.757 1.465 -0.116
C -3.374 -1.793 1.455 -0.138
N -3.923 -1.449 0.167 -0.065
C -4.187 -0.077 -0.205 -0.139
C -4.509 -0.159 -1.701 -0.146
C -4.955 -1.606 -1.905 -0.076
C -4.335 -2.358 -0.739 -0.491
O -4.224 -3.561 -0.621 0.050
C -0.859 -2.195 -1.615 -0.081
C 2.480 1.573 1.286 -0.218
O 2.289 0.243 1.513 -0.099
C 3.374 -0.555 1.930 -0.062
C 3.685 2.227 1.463 0.066
H 5.050 5.743 0.113 0.095
H 6.274 5.690 1.406 0.093
H 4.588 6.109 1.800 0.096
H 2.755 5.350 0.512 0.100
H 0.635 4.186 0.206 0.117
H -0.320 1.246 1.652 0.132
H -0.706 2.243 0.220 0.124
H 0.868 -0.238 0.088 0.113
H -0.533 -0.767 -3.174 0.149
H 1.692 -1.313 -3.276 0.117
H 1.916 -0.344 -1.834 0.115
H 1.608 -3.350 -2.099 0.128
H 2.857 -2.450 -1.239 0.122
H -0.630 -3.561 1.429 0.124
H -2.006 -3.586 0.306 0.117
H -1.498 -1.735 2.498 0.116
H -1.513 -0.834 0.987 0.089
H -3.722 -2.799 1.704 0.129
H -3.768 -1.088 2.194 0.126
H -3.315 0.554 -0.021 0.108
H -5.032 0.313 0.378 0.125
H -5.273 0.560 -1.991 0.110
H -3.606 0.055 -2.272 0.093
H -4.641 -2.033 -2.855 0.119
H -6.040 -1.715 -1.831 0.123
H -0.768 -3.020 -2.335 0.142
H -1.920 -1.978 -1.488 0.119
H 4.209 -0.492 1.225 0.100
H 2.986 -1.574 1.945 0.075
H 3.718 -0.271 2.928 0.100
H 4.564 1.715 1.817 0.118
```

As for the frontier orbital gap: 9.17 eV. The spin multiplicity is 1. The structure (SMILES) is COc1ccc(CNC(=O)[C@H]2CCC(=O)N(CCCN3CCCC3=O)C2)c(OC)c1. The value obtained for the total energy is -38026.458 eV.